{"formula": "C4H10NO2", "method": "wB97M-V/def2-TZVPD", "elements": ["C", "C", "C", "O", "N", "C", "O", "H", "H", "H", "H", "H", "H", "H", "H", "H", "H"], "xyz": [[-0.446921, 0.528443, 0.657954], [0.923007, 0.905156, 0.133097], [0.805391, 1.894370, -0.918547], [1.805443, 2.733241, -1.011539], [-0.561012, -0.833735, 1.156792], [-1.380281, -2.014058, -0.112108], [-0.850200, -3.114629, 0.002649], [-1.255635, 0.790844, -0.240100], [-0.760009, 1.268156, 1.498638], [1.359585, -0.057709, -0.104923], [1.381393, 1.364628, 1.108368], [-0.152174, 2.374247, -0.695110], [0.395166, 1.169489, -1.811298], [0.012722, -1.347787, 0.534301], [-0.532161, -1.264580, 2.104120], [-1.179372, -1.520203, -1.151275], [-2.391555, -1.773302, 0.168478]], "atomic_forces_ev_per_a": [[-3.1, 2.8, 0.5], [-0.1, -1.3, 4.7], [-0.6, 0.5, -1.7], [0.7, 0.2, -1.0], [-0.2, -0.5, -0.7], [-1.4, -0.5, -3.5], [0.2, -1.0, 0.9], [1.6, -1.2, 2.2], [0.4, -1.2, -1.4], [1.0, 0.1, -0.3], [0.2, -0.8, -2.0], [-0.9, 0.8, 0.1], [0.9, 1.0, 0.2], [2.0, -0.4, 0.7], [-0.1, 1.3, -1.0], [0.2, 0.5, 1.7], [-0.8, -0.1, 0.7]], "lowdin_charge": [-0.302, -0.278, -0.657, -0.305, -0.001, -0.385, -0.131, 0.145, 0.129, 0.096, 0.140, 0.061, 0.113, 0.031, 0.148, 0.123, 0.074], "homo_lumo_gap_ev": 6.23, "total_charge": -1, "relative_energy_kcal_mol": 138.1, "lumo_energy_ev": 3.60, "e_homo_ev": -2.63}